Below is the molecule C2H5FO2 at a distorted geometry, with properties calculated with the ωB97M-V functional and the def2-TZVPD basis.

For the energy, the calculation gives -8966.7047 eV. As for the highest occupied orbital energy: -10.95 eV. The calculation puts the relative energy (zero: lowest compared OMol25 entry of this formula, charge and spin) at 110.60 kJ/mol. As for the HOMO-LUMO gap: 0.43911 hartree. Its LUMO energy is 1.00 eV. As for the strongest force on any atom: 0.0841 hartree/bohr.

CARTESIAN COORDINATES (ANGSTROEM)
C  1.30318  -0.76922  0.00682
O  0.27048  -0.04578  0.68519
C  -0.69698  0.52022  -0.16973
O  -1.36944  1.57208  0.37966
F  -1.65373  -0.52438  -0.38456
H  2.02923  -0.21544  -0.43950
H  0.82210  -1.44608  -0.63469
H  1.81017  -1.22424  0.89779
H  -0.39773  0.82335  -1.15101
H  -2.11727  1.30950  0.81003

Cartesian forces (eV/Å) of the 3 atoms listed first:
C -1.3 -1.3 3.9
O -0.9 2.0 -1.2
C -0.9 -1.6 1.4

Results of the Löwdin charge analysis, in e, for atoms 1 through 6: -0.056 -0.080 -0.426 0.110 -0.008 0.051